[1]
DFT (wB97M-V/def2-TZVPD) results for C3H5NO4 in the gas phase at a distorted geometry.

Output
- SMILES = O=[N+]([O-])OC[C@H]1CO1
- F_max (eV/A) = 1.58
- DFT total energy (a.u.) = -472.83532
- LUMO (eV) = 0.49

```
! RIJCOSX wB97M-V def2-TZVPD def2/J DEFGRID3
* xyz 0 1
O 3.806 -0.182 0.621
N 2.883 0.115 -0.047
O 2.710 1.075 -0.721
O 1.879 -0.903 0.030
C 0.643 -0.868 -0.679
C -0.501 -0.439 0.214
C -0.574 0.952 0.675
O -1.413 0.463 -0.329
H 0.733 -0.143 -1.502
H 0.499 -1.868 -1.092
H -0.930 -1.217 0.837
H -1.048 1.174 1.622
H 0.179 1.661 0.353
*
```

---

[2]
DFT (wB97M-V/def2-TZVPD) results for 2 unconnected molecules or ions with the total composition C3H5NO4 at a distorted geometry.

Output
- F_max (eV/A) = 4.51
- DFT total energy (a.u.) = -472.75566
- LUMO (spin up / spin down) (eV) = -0.50 / -0.57

```
! RIJCOSX wB97M-V def2-TZVPD def2/J DEFGRID3
* xyz 0 1
C 0.115 1.172 0.790
C 0.506 -0.181 -2.518
C 0.336 0.432 -0.331
N -1.478 -1.057 3.205
O -1.282 -0.063 2.589
O 0.311 0.613 1.937
O -0.803 -1.904 3.689
O 0.264 0.840 -1.567
H -0.207 2.120 0.843
H 0.835 -1.225 -2.117
H 1.244 0.244 -3.331
H -0.495 -0.491 -2.941
H 0.654 -0.500 -0.249
*
```

---

[3]
DFT (wB97M-V/def2-TZVPD) results for a molecular structure, C3H5NO4 at a distorted geometry.

Output
- F_max (eV/A) = 1.37
- DFT total energy (a.u.) = -472.97939
- LUMO (eV) = 0.62

```
! RIJCOSX wB97M-V def2-TZVPD def2/J DEFGRID3
* xyz 0 1
C -0.890 -0.373 0.052
C 1.129 -0.525 -0.035
C 0.303 0.540 -0.044
N 0.431 1.929 -0.039
O -1.571 -0.359 1.205
O -1.734 -0.553 -0.994
O 2.452 -0.698 -0.095
O 0.259 -1.565 0.029
H -1.236 -0.495 -1.819
H -2.307 -0.986 1.147
H 2.626 -1.647 -0.033
H -0.435 2.445 -0.112
H 0.975 2.287 0.737
*
```

---

Respective ΔE to the lowest compared entry with this formula, charge and spin values: 6.371; 8.538; 2.450 eV.